(1)
ORCA calculation (ωB97M-V/def2-TZVPD) on the ion C7H9O3S2 with charge -1 at a distorted geometry.

Values from the calculation:
energy above the lowest of the compared OMol25 structures with the same formula, charge and spin	31.64	kJ/mol
total charge	-1
highest occupied orbital energy	-5.311	eV
LUMO energy	2.717	eV
SMILES string	C/C=C/[C@]1(S(=O)(=O)[O-])C[C@@H]1C=S
M	205.28	g mol⁻¹
calculated total energy	-1294.2085	Ha
gap between HOMO and LUMO	8.028	eV

The geometry in XYZ format:
```
21
Properties=species:S:1:pos:R:3:forces:R:3:mulliken_charge:R:1
C 1.974371 -1.160613 0.474395 1.4 -2.7 0.5 0.016
C 1.123020 -1.749417 1.498110 -1.2 0.7 2.2 -0.443
C 0.318960 0.789186 -0.066668 -3.5 -2.4 -0.7 -1.125
C -0.978658 0.560009 -0.391533 1.9 1.8 0.2 -0.139
C 1.618964 -1.399113 -1.005782 -4.4 -0.7 2.8 -0.790
C 1.457208 -0.069055 -0.320969 0.3 1.7 -1.9 1.022
C -1.988794 1.664963 -0.213054 0.9 0.0 1.4 -1.480
O 3.957119 0.460591 -1.009391 -0.5 0.0 -0.7 -0.708
O 2.096405 2.000712 -1.763940 0.7 -0.8 0.1 -0.684
O 2.852117 1.944427 0.552420 -0.2 -0.5 -0.6 -0.714
S -0.381977 -2.401817 1.380278 1.0 0.1 -0.3 -0.269
S 2.726600 1.194951 -0.713160 0.8 1.0 1.0 1.157
H 3.049288 -1.194099 0.688071 -0.4 0.5 0.1 0.439
H 1.390381 -1.495315 2.592435 0.2 -0.5 -1.8 0.264
H 0.550078 1.690698 0.405724 0.3 1.2 0.9 0.468
H -1.347709 -0.219815 -1.050845 0.4 -0.4 0.3 0.377
H 2.384179 -1.404631 -1.660908 2.5 -0.4 -2.0 0.352
H 0.727172 -2.150011 -1.120382 1.7 1.8 0.0 0.182
H -2.157051 2.094642 -1.147998 -0.6 0.8 -1.7 0.336
H -2.860248 1.194294 0.125927 -1.8 -0.5 0.4 0.418
H -1.832588 2.516527 0.486837 0.7 -0.8 -0.3 0.321
```
Positions in Å, forces in eV/Å.

(2)
ORCA calculation (ωB97M-V/def2-TZVPD) on a structure of composition C14H18IOPdS2 at a distorted geometry.

Values from the calculation:
energy above the lowest of the compared OMol25 structures with the same formula, charge and spin	104.37	kJ/mol
total charge	-1
highest occupied orbital energy (spin up / spin down)	-1.468 / -1.469	eV
LUMO energy (spin up / spin down)	2.353 / 2.353	eV
M	499.75	g mol⁻¹
calculated total energy	-1841.3503	Ha
gap between HOMO and LUMO (spin up / spin down)	3.822 / 3.822	eV

The geometry in XYZ format:
```
37
Properties=species:S:1:pos:R:3:forces:R:3:mulliken_charge:R:1
Pd -0.791543 -0.954302 -0.598001 -0.7 -0.3 0.1 -1.039
I 1.844575 -1.479146 -1.533004 0.2 0.0 -0.3 -0.072
C 2.257210 -1.158892 0.504143 1.0 0.6 -0.4 0.292
C 3.604693 -0.851340 0.730548 -1.9 -0.3 0.7 -0.700
C 4.045322 -0.774082 2.068471 -0.6 0.0 0.0 -0.444
C 3.122144 -0.977436 3.043235 -1.2 0.4 1.8 -0.757
C 1.679398 -1.086663 2.817607 1.5 0.0 0.6 0.969
C 0.756933 -0.985847 3.894674 -1.2 -0.2 -0.7 -0.933
C -0.625390 -0.956578 3.604705 0.2 0.0 0.6 -0.340
C -1.104221 -1.079048 2.272267 1.3 -0.4 1.1 -0.475
C -0.171176 -1.172163 1.250673 -1.1 -0.2 -1.7 0.755
C 1.206087 -1.184665 1.492705 1.4 0.2 0.7 -0.030
H 4.257608 -0.587474 -0.068909 0.3 -0.3 -0.6 0.368
H 5.066272 -0.507332 2.312252 0.0 -0.2 0.0 0.362
H 3.398243 -0.893564 4.116421 0.0 -0.1 -0.8 0.200
H 1.141037 -0.971113 4.911711 -0.2 0.2 -0.1 0.288
H -1.375791 -0.807581 4.418267 0.8 -0.3 -0.5 0.270
H -2.158670 -1.211456 2.025851 0.3 0.4 0.4 0.259
C 2.231722 4.394446 -2.148462 -0.8 0.0 -0.4 -0.822
S 1.572158 2.855459 -1.441297 -0.1 -0.4 0.2 -0.017
C -0.258139 3.028847 -1.347064 0.7 -0.2 -1.2 -0.513
H 1.689294 4.698590 -3.079009 0.4 -0.2 0.8 0.235
H 3.273314 4.183902 -2.411762 -0.2 0.0 0.1 0.268
H 2.204103 5.184691 -1.400583 0.0 0.2 -0.2 0.256
H -0.542946 3.471777 -2.319604 -0.2 0.1 0.7 0.291
H -0.629312 3.556133 -0.465875 0.1 0.0 -0.3 0.293
H -0.625692 1.987819 -1.376390 0.2 0.3 0.3 -0.038
C -4.112467 -0.323955 -1.613784 -1.1 -0.6 -0.1 -0.780
S -3.113468 -1.224794 -2.780176 2.9 1.9 -0.7 0.628
C -3.268080 -3.044506 -2.521723 -0.5 0.9 -0.1 -0.864
O -1.660699 -0.640924 -2.447859 -2.7 -1.5 -1.7 -0.565
H -3.538338 0.540248 -1.278392 0.3 -0.5 0.3 0.176
H -4.466724 -1.011880 -0.850847 0.2 0.4 0.5 0.255
H -4.970906 0.047131 -2.176435 -0.1 -0.1 -0.1 0.357
H -2.288474 -3.355160 -2.164946 -0.2 -0.2 0.4 0.262
H -3.493719 -3.428615 -3.523475 0.3 0.1 0.1 0.305
H -4.154365 -3.280543 -1.915929 0.7 0.1 0.3 0.302
```
Positions in Å, forces in eV/Å.

(3)
ORCA calculation (ωB97M-V/def2-TZVPD) on a structure of composition C25H42BrCdNOP2 at a distorted geometry.

Values from the calculation:
energy above the lowest of the compared OMol25 structures with the same formula, charge and spin	4.80	kJ/mol
total charge	+2
highest occupied orbital energy	-13.019	eV
LUMO energy	-7.943	eV
M	626.88	g mol⁻¹
calculated total energy	-4531.6014	Ha
gap between HOMO and LUMO	5.076	eV

The geometry in XYZ format:
```
73
Properties=species:S:1:pos:R:3:forces:R:3:mulliken_charge:R:1
N -4.853233 -3.042572 -7.791572 0.0 -0.2 -0.2 -0.532
C -4.262758 -4.100351 -7.227690 0.0 0.5 0.5 -0.313
C -3.509525 -3.992919 -6.051277 0.3 0.6 0.1 -0.488
C -3.295359 -2.711054 -5.459364 -0.9 0.0 -0.9 0.602
C -3.972429 -1.629661 -6.069004 0.1 -0.3 -0.4 -0.412
C -4.724653 -1.843153 -7.233900 0.4 -0.1 0.7 -0.356
C -2.438036 -2.489779 -4.291387 -0.3 0.2 0.0 -0.050
Cd 0.511340 -0.098742 1.360906 0.3 -1.1 -0.4 1.194
P 0.257648 0.770461 5.106303 0.0 0.1 1.6 -0.190
C -2.393160 -1.344287 -3.548331 -0.1 -0.3 -1.2 -0.599
C -1.628095 -1.240236 -2.345098 -0.4 -0.9 -0.5 1.145
C -2.093039 -0.395789 -1.324562 0.6 0.5 0.9 -1.019
C -1.744273 -0.671179 0.000653 -0.3 -0.7 -0.9 -0.002
C -0.834788 -1.783915 0.290166 0.4 1.3 -0.7 -0.694
C -0.050581 -2.240880 -0.851139 -0.9 -1.1 -0.2 -0.935
C -0.534101 -2.119816 -2.128334 0.4 0.5 0.5 -0.586
Br -1.427221 -3.293071 1.318082 0.2 0.5 0.5 0.059
H -1.852898 -3.361960 -3.999172 -0.1 0.2 0.1 0.311
H -3.008261 -0.491684 -3.835488 0.0 -0.3 0.2 0.234
H -3.080561 -4.897745 -5.630335 0.1 0.2 0.0 0.375
H -3.888947 -0.607181 -5.706040 0.0 -0.3 0.0 0.292
H -4.414956 -5.062472 -7.734493 0.1 0.4 0.3 0.371
H -5.233811 -1.004907 -7.716299 0.1 -0.3 0.1 0.367
H -2.816197 0.384323 -1.598639 0.3 -0.3 0.4 0.466
H -0.147857 -2.751564 -2.946316 0.0 0.7 0.6 0.452
H -2.209979 -0.091472 0.793275 -0.4 -0.5 0.1 0.920
H 0.750139 -2.959325 -0.720728 -0.1 0.0 0.4 0.581
P 1.876181 1.373591 -0.065123 0.6 1.4 -0.7 0.319
C -0.520853 -0.821143 4.625370 0.4 -0.1 -0.1 0.052
C -1.434812 -1.282950 5.772777 -0.3 -0.4 -0.2 -1.364
H 0.263247 -1.570079 4.424431 -0.1 0.2 0.1 0.405
H -1.089849 -0.680117 3.692397 -0.2 -0.2 -0.2 -0.153
H -1.669491 -2.347679 5.669230 -0.1 0.2 0.0 0.386
H -0.960050 -1.140572 6.752991 0.0 0.0 -0.4 0.375
H -2.375979 -0.719288 5.760742 0.2 -0.1 0.1 0.321
C -0.624285 2.032523 4.126735 -0.3 -0.2 -0.4 1.053
C -0.866581 3.317242 4.924852 0.0 0.2 -0.2 -1.428
H -1.587352 1.590912 3.839408 0.0 0.1 0.1 0.313
H -0.080440 2.235744 3.194152 0.0 0.2 -0.2 -0.929
H -1.613213 3.940864 4.426078 0.1 0.0 0.0 0.405
H -1.239805 3.100688 5.930461 0.1 -0.1 -0.2 0.400
H 0.052906 3.898908 5.029261 -0.1 -0.1 0.0 0.341
C 1.982452 0.653941 4.494322 -0.1 0.4 -0.4 0.251
C 2.919151 0.515801 5.704508 0.3 -0.1 -0.1 -1.411
H 2.214963 1.562750 3.920142 0.0 -0.1 0.1 0.135
H 2.080549 -0.204792 3.811414 0.2 -0.1 -0.1 0.001
H 3.949756 0.767709 5.441381 -0.1 -0.2 0.0 0.391
H 2.612502 1.188893 6.511785 0.0 -0.1 -0.2 0.386
H 2.896712 -0.507284 6.092952 0.0 0.2 0.0 0.332
C 3.684883 1.609449 0.207108 0.1 -0.6 0.7 -0.411
C 4.507123 2.342877 -0.855778 0.0 0.1 -0.3 -1.248
H 4.119104 0.613110 0.392447 -0.2 0.4 0.1 0.394
H 3.751356 2.166353 1.157093 -0.1 -0.3 -0.2 0.488
H 4.840414 1.668111 -1.651912 -0.1 0.2 0.2 0.308
H 3.975049 3.186860 -1.310738 0.1 -0.1 0.1 0.309
H 5.408760 2.743177 -0.374853 -0.3 -0.1 -0.1 0.400
C 1.113119 2.989618 0.315462 0.3 0.3 0.3 -0.481
C -0.146419 3.314948 -0.476079 -0.2 0.2 -0.1 -1.261
H 1.894545 3.739437 0.142100 -0.2 0.0 0.0 0.466
H 0.899556 3.008489 1.393954 0.1 0.1 -0.2 0.277
H 0.079807 3.612425 -1.502996 0.0 -0.1 0.1 0.344
H -0.859776 2.486284 -0.527942 0.0 0.0 0.1 0.167
H -0.658988 4.156889 -0.007693 0.0 -0.1 0.0 0.434
C 1.617098 1.263414 -1.884634 -0.3 -0.4 0.0 -0.511
C 2.455027 0.216465 -2.613557 0.1 -0.1 -0.2 -1.279
H 1.801621 2.265273 -2.304681 0.0 -0.3 0.3 0.491
H 0.551067 1.039589 -2.054191 0.3 0.2 0.2 0.449
H 2.031360 0.084965 -3.614400 0.2 -0.1 0.1 0.396
H 3.499700 0.515717 -2.738668 -0.3 -0.1 0.1 0.305
H 2.427259 -0.753364 -2.106992 0.0 0.1 -0.1 0.182
O 2.899218 -1.666556 0.672856 0.0 -0.9 0.0 -0.535
H 2.974231 -2.490069 1.196901 0.0 0.6 -0.1 0.281
H 3.244772 -1.948193 -0.193289 -0.1 0.3 0.3 0.262
```
Positions in Å, forces in eV/Å.